Arrangement one

An isolated ion of composition C5H7N2 and charge +1, computed with ωB97M-V/def2-TZVPD.

Element x y z (Å)
C  1.03  -0.25  0.02
H  1.63  1.56  -0.58
C  -1.23  -0.74  0.29
C  0.83  1.08  -0.29
H  3.16  -0.73  -0.75
H  -4.25  0.39  -0.36
H  -0.02  1.62  -0.38
H  2.81  -0.62  1.14
H  2.23  -2.00  0.11
H  -2.91  1.52  0.25
N  -2.41  -0.44  0.21
C  -3.18  0.52  0.01
C  2.39  -0.84  0.12
N  -0.07  -1.07  0.20

The spin multiplicity is 1. As for the net charge: +1. The calculation puts the HOMO-LUMO gap (spin up / spin down) at 7.4 / 7.4 eV.

---

Arrangement two

A 2-piece molecular cluster, C5H7N2 overall, computed with ωB97M-V/def2-TZVPD.

Element x y z (Å)
H  4.52  -0.45  0.07
N  3.59  -0.06  -0.09
H  -0.35  0.97  -1.35
H  -2.41  -1.32  0.38
C  0.30  -1.16  0.35
C  1.13  -0.02  -0.10
H  -0.66  0.37  1.65
H  -2.28  -0.78  -1.18
H  -3.44  -0.08  -0.08
C  -0.45  -0.01  0.59
N  -2.62  -0.60  -0.27
C  0.09  1.10  -0.31
C  2.44  0.03  0.08
H  0.13  2.02  0.27

The spin multiplicity is 1. As for the net charge: +1. The calculation puts the HOMO-LUMO gap at 8.2 eV.

---

Which of them is most stable? Easy: arrangement one.

---

Arrangement one

An isolated ion of composition C5H7N2 and charge +1, computed with ωB97M-V/def2-TZVPD.

Element x y z (Å)
C  1.31  0.87  -0.50
H  -0.35  1.81  2.20
C  -0.29  0.90  1.62
N  -1.57  -1.27  0.05
C  0.56  0.88  0.54
H  2.29  1.33  -0.41
H  0.07  -0.23  -1.85
H  -1.88  -2.15  -0.35
C  -1.36  -1.17  1.29
H  0.97  1.12  -2.57
H  1.83  -0.35  -2.15
H  -1.51  -2.00  2.01
C  1.01  0.31  -1.85
N  -1.09  -0.05  1.96

The spin multiplicity is 1. As for the net charge: +1. The calculation puts the HOMO-LUMO gap at 7.6 eV.

---

Arrangement two

C5H7N2 as an isolated structure, computed with ωB97M-V/def2-TZVPD.

Element x y z (Å)
H  1.65  -1.28  -0.52
C  -1.32  -1.30  -0.27
N  1.93  0.60  0.49
H  -3.13  1.30  0.55
C  1.10  -0.22  -0.49
C  -0.37  -0.23  -0.21
C  -1.07  0.92  0.11
H  2.04  0.02  1.26
N  -2.32  0.68  0.46
H  -1.43  -2.27  -0.57
H  1.27  1.30  0.49
H  2.79  0.84  0.11
H  1.27  0.19  -1.42
C  -2.42  -0.55  0.01

The spin multiplicity is 1. As for the net charge: +1. The calculation puts the HOMO-LUMO gap (spin up / spin down) at 7.3 / 8.2 eV.

---

Which of them is most stable? Easy: arrangement one.

---

Arrangement one

One molecule with the formula C4H9N3O, computed with ωB97M-V/def2-TZVPD.

Element x y z (Å)
O  0.21  0.76  0.56
H  -1.92  -1.96  1.38
C  -0.63  1.64  -0.20
N  1.32  -1.01  -0.13
H  -2.91  -1.46  -0.04
H  -0.81  -1.78  -1.04
C  0.23  -0.40  -0.09
C  2.49  -0.12  -0.10
H  2.18  0.90  -0.55
N  -0.97  -0.95  -0.59
H  4.33  0.27  0.03
C  -2.00  -1.04  0.48
H  -0.79  1.22  -1.16
N  3.66  -0.55  0.33
H  -1.77  1.76  0.33
H  -0.26  2.80  -0.16
H  -2.34  -0.06  0.96

The spin multiplicity is 1. As for the net charge: 0. The calculation puts the HOMO-LUMO gap at 10.2 eV.

---

Arrangement two

C4H9N3O as an isolated structure, computed with ωB97M-V/def2-TZVPD.

Element x y z (Å)
H  2.85  1.00  0.55
H  -2.88  -0.66  -0.33
H  -1.55  0.89  -1.83
C  -2.38  -0.12  0.47
N  2.20  0.97  1.36
H  -2.33  -0.77  1.34
H  -0.06  1.46  -1.34
O  -0.21  -0.90  -0.23
N  -0.99  1.20  -1.04
C  -0.99  0.28  0.03
H  1.95  -2.01  -1.28
H  -0.18  0.75  1.01
H  -2.96  0.77  0.69
N  1.20  0.27  1.12
H  3.13  -1.14  -0.15
C  2.12  -1.30  -0.49
C  1.09  -0.69  0.11

The spin multiplicity is 1. As for the net charge: 0. The calculation puts the HOMO-LUMO gap (spin up / spin down) at 8.2 / 8.2 eV.

---

Which of them is most stable? Easy: arrangement one.

---

Arrangement one

One molecule with the formula C4H9N3O, computed with ωB97M-V/def2-TZVPD.

Element x y z (Å)
H  1.88  0.07  1.67
C  1.82  0.87  0.82
H  -3.37  -1.06  0.09
N  -2.86  -0.09  -0.07
C  -1.39  -0.12  -0.04
H  -0.71  -1.75  0.80
H  -2.95  -0.13  -1.18
C  0.98  -0.96  -0.23
C  -0.40  -0.95  0.37
H  -1.26  1.91  -0.64
H  -0.10  0.91  -1.23
N  1.68  0.13  -0.42
H  2.46  -0.40  -0.81
H  2.88  1.49  0.99
N  -0.91  0.89  -0.65
H  0.89  1.38  0.79
O  1.36  -2.20  -0.23

The spin multiplicity is 1. As for the net charge: 0. The calculation puts the HOMO-LUMO gap at 8.8 eV.

---

Arrangement two

One molecule with the formula C4H9N3O, computed with ωB97M-V/def2-TZVPD.

Element x y z (Å)
H  1.77  0.14  -2.41
H  2.22  1.02  -0.95
H  -1.90  -1.17  -0.33
H  -0.94  0.98  2.27
C  1.47  0.59  -1.53
C  0.51  1.75  -1.96
N  0.78  -0.06  0.49
O  0.88  -0.44  -0.86
N  -0.58  2.00  -1.46
H  0.82  2.39  -2.81
H  -0.26  -1.99  -0.34
H  -1.51  -0.64  2.72
H  0.26  -0.06  2.90
C  -0.64  -0.03  2.33
N  -0.40  -0.50  0.94
H  -1.40  -2.45  0.74
C  -1.07  -1.51  0.24

The spin multiplicity is 1. As for the net charge: 0. The calculation puts the HOMO-LUMO gap (spin up / spin down) at 9.9 / 6.8 eV.

---

Which of them is most stable? Easy: arrangement one.